{
  "formula": "C37H45CaClN6O6S",
  "method": "ωB97M-V/def2-TZVPD",
  "species": ["Ca", "O", "C", "O", "C", "C", "C", "C", "C", "N", "H", "H", "H", "H", "C", "C", "C", "C", "C", "C", "C", "C", "N", "C", "C", "C", "C", "C", "C", "C", "C", "C", "C", "H", "H", "H", "H", "H", "H", "H", "H", "H", "H", "H", "H", "H", "H", "H", "H", "H", "H", "H", "H", "H", "H", "H", "H", "Cl", "C", "C", "C", "C", "N", "C", "H", "H", "H", "H", "C", "C", "S", "O", "O", "C", "C", "N", "C", "N", "C", "C", "N", "O", "O", "C", "H", "H", "H", "H", "H", "H", "H", "H", "H", "H", "H", "H", "H"],
  "coordinates": [[-0.393, -0.458, -0.770], [-0.303, -2.553, 2.770], [-0.368, -2.268, 1.591], [0.328, -1.393, 0.946], [-1.389, -3.021, 0.721], [-2.049, -4.121, 1.237], [-2.945, -4.800, 0.430], [-3.171, -4.350, -0.862], [-2.489, -3.231, -1.296], [-1.608, -2.578, -0.533], [-1.840, -4.409, 2.257], [-3.470, -5.670, 0.804], [-3.870, -4.846, -1.522], [-2.665, -2.820, -2.285], [-4.684, 4.286, -3.525], [-3.913, 3.004, -3.316], [-3.778, 2.098, -4.361], [-3.082, 0.910, -4.137], [-2.898, -0.097, -5.245], [-2.543, 0.670, -2.891], [-2.615, 1.582, -1.791], [-3.350, 2.759, -2.064], [-1.948, 1.202, -0.658], [-2.021, 1.787, 0.686], [-0.565, 2.045, 1.145], [-0.482, 2.453, 2.617], [-1.274, 3.750, 2.803], [-2.733, 3.516, 2.399], [-3.333, 2.429, 3.295], [-2.553, 1.127, 3.100], [-1.083, 1.339, 3.484], [-2.636, 0.726, 1.626], [-2.803, 3.090, 0.920], [-4.967, 4.414, -4.571], [-4.097, 5.157, -3.225], [-5.599, 4.292, -2.927], [-4.221, 2.301, -5.330], [-3.793, -0.171, -5.865], [-2.679, -1.091, -4.848], [-2.072, 0.187, -5.903], [-2.052, -0.290, -2.735], [-3.478, 3.520, -1.311], [-0.135, 2.814, 0.494], [0.016, 1.125, 1.014], [0.563, 2.617, 2.899], [-0.838, 4.545, 2.189], [-1.217, 4.077, 3.847], [-3.298, 4.444, 2.519], [-4.389, 2.276, 3.047], [-3.287, 2.742, 4.344], [-2.981, 0.336, 3.719], [-0.526, 0.406, 3.340], [-1.004, 1.605, 4.543], [-3.676, 0.571, 1.318], [-2.122, -0.231, 1.483], [-2.384, 3.890, 0.303], [-3.848, 2.951, 0.630], [1.501, 1.419, -6.012], [0.964, -0.020, -5.223], [0.790, -1.196, -5.929], [0.343, -2.312, -5.245], [0.088, -2.206, -3.890], [0.265, -1.071, -3.207], [0.697, 0.009, -3.867], [0.996, -1.227, -6.990], [0.192, -3.253, -5.755], [-0.264, -3.058, -3.320], [0.828, 0.930, -3.309], [5.532, -3.147, 5.048], [4.937, -1.743, 5.146], [5.511, -0.633, 3.916], [6.954, -0.638, 3.906], [4.787, 0.608, 4.064], [4.963, -1.379, 2.414], [5.242, -0.427, 1.243], [4.190, -0.569, 0.230], [3.034, 0.132, 0.214], [2.270, -0.226, -0.815], [2.960, -1.186, -1.492], [4.133, -1.412, -0.860], [5.128, -2.397, -1.191], [6.043, -2.566, -0.399], [4.945, -3.043, -2.201], [2.617, 1.086, 1.278], [5.349, -3.684, 5.977], [6.608, -3.105, 4.888], [5.079, -3.721, 4.240], [5.228, -1.232, 6.068], [3.848, -1.730, 5.074], [3.889, -1.550, 2.522], [5.482, -2.328, 2.290], [6.200, -0.639, 0.788], [5.240, 0.608, 1.565], [2.586, -1.693, -2.364], [3.421, 1.360, 1.955], [1.827, 0.612, 1.865], [2.204, 1.986, 0.826]],
  "lowdin_charge": [1.347, 0.057, -0.625, -0.261, -0.181, 0.008, -0.043, -0.052, -0.131, 0.026, 0.122, 0.112, 0.107, 0.104, -0.060, -0.286, -0.052, -0.293, -0.051, -0.049, -0.289, -0.008, -0.112, -0.467, -0.120, -0.284, -0.119, -0.282, -0.122, -0.279, -0.104, -0.081, -0.098, 0.068, 0.076, 0.078, 0.105, 0.077, 0.061, 0.072, 0.054, 0.077, 0.130, 0.048, 0.132, 0.119, 0.119, 0.136, 0.119, 0.118, 0.140, 0.113, 0.121, 0.131, 0.096, 0.119, 0.121, 0.709, -0.649, -0.077, -0.042, -0.139, -0.025, -0.169, 0.117, 0.114, 0.107, 0.120, -0.107, -0.304, 0.625, -0.299, -0.312, -0.204, -0.120, 0.056, -0.299, 0.068, -0.040, -0.134, -0.332, 0.076, 0.097, 0.026, 0.079, 0.080, 0.075, 0.112, 0.110, 0.125, 0.105, 0.124, 0.115, 0.109, 0.070, 0.083, 0.091],
  "gap_ev": 5.47
}


{
  "formula": "C6H17N3",
  "method": "ωB97M-V/def2-TZVPD",
  "species": ["C", "C", "C", "C", "C", "C", "N", "N", "N", "H", "H", "H", "H", "H", "H", "H", "H", "H", "H", "H", "H", "H", "H", "H", "H", "H"],
  "coordinates": [[-2.152, 0.658, -1.224], [-2.709, -0.498, 0.898], [-0.924, 1.235, 0.828], [3.384, 0.584, 0.468], [2.470, -0.973, -1.107], [-1.553, 0.064, 0.109], [-0.745, -1.048, -0.324], [1.906, -1.118, 1.199], [2.546, -0.730, 0.297], [-2.831, 1.414, -0.956], [-1.269, 1.101, -1.644], [-2.638, -0.102, -1.891], [-3.372, 0.349, 1.276], [-2.445, -1.127, 1.721], [-3.435, -1.031, 0.262], [0.189, 1.190, 0.709], [-1.232, 2.173, 0.440], [-1.266, 1.223, 1.877], [4.463, 0.502, 0.406], [3.084, 1.333, -0.275], [3.037, 0.863, 1.491], [2.627, -1.981, -1.333], [1.326, -0.769, -1.212], [3.064, -0.322, -1.781], [-1.488, -1.742, -0.563], [-0.037, -1.246, 0.331]],
  "lowdin_charge": [-0.056, -0.089, -0.042, -0.017, -0.079, -0.700, 0.051, 0.108, -0.435, 0.052, 0.067, 0.094, 0.103, 0.072, 0.079, 0.080, 0.059, 0.087, 0.069, 0.071, 0.078, 0.055, 0.093, 0.094, 0.105, -0.001],
  "gap_ev": [6.83, 8.53],
  "s2": 2.0068,
  "spin_multiplicity": 3
}


In the order shown, the computed max |F| values come out to 1.91, 12.89 eV/Å.